Record 1
{
  "formula": "C22H25BInN8S",
  "method": "ωB97M-V with the def2-TZVPD basis set",
  "elements": ["In", "C", "C", "C", "C", "N", "N", "B", "N", "C", "C", "C", "C", "N", "N", "C", "C", "C", "C", "N", "N", "C", "C", "C", "C", "N", "H", "H", "H", "H", "H", "H", "H", "H", "H", "H", "H", "H", "H", "H", "H", "H", "H", "H", "H", "H", "S", "C", "C", "C", "C", "C", "C", "H", "H", "H", "H", "H"],
  "positions_angstrom": [[-0.159676, 0.601737, 0.098583], [-0.379413, -2.925362, -0.739051], [0.700073, -2.586403, 0.222353], [1.618871, -3.390359, 0.896336], [2.376489, -2.519265, 1.654585], [1.946207, -1.264351, 1.451582], [0.916968, -1.318823, 0.570165], [2.370485, 0.129661, 1.984807], [1.158855, 0.681008, 2.782716], [1.056455, 0.880393, 4.107182], [-0.267415, 1.087453, 4.427250], [-0.963697, 0.982226, 3.222768], [-2.427786, 1.014878, 2.974148], [-0.080903, 0.742064, 2.251756], [2.735985, 0.976862, 0.729640], [3.956321, 1.368265, 0.334829], [3.868893, 1.902294, -0.935319], [2.526556, 1.793593, -1.293323], [1.859826, 2.145312, -2.574916], [1.869393, 1.238615, -0.271691], [3.563953, 0.231630, 2.914237], [4.421140, -0.615079, 3.543973], [5.251397, 0.131722, 4.334847], [4.839335, 1.481914, 4.135028], [5.380839, 2.712755, 4.741121], [3.830521, 1.496249, 3.278593], [-0.395434, -3.990805, -0.951001], [-0.222858, -2.385118, -1.678484], [-1.351692, -2.640293, -0.323956], [1.710328, -4.457542, 0.836591], [3.188691, -2.751251, 2.313647], [1.904621, 0.855267, 4.762001], [-0.689512, 1.282104, 5.393297], [-2.932038, 0.389376, 3.708347], [-2.658867, 0.630603, 1.974967], [-2.826426, 2.023928, 3.074738], [4.824944, 1.246424, 0.951738], [4.661969, 2.316834, -1.526398], [2.590387, 2.112906, -3.380181], [1.441432, 3.153750, -2.546676], [1.062192, 1.426428, -2.794320], [4.402970, -1.676205, 3.406400], [6.048201, -0.216077, 4.962622], [6.217321, 2.490390, 5.396444], [4.605609, 3.228457, 5.311599], [5.700971, 3.414028, 3.968974], [-1.221502, 2.884675, 0.173260], [-2.088079, 3.638290, -1.121233], [-1.930731, 5.033407, -1.257561], [-2.677258, 5.714930, -2.192170], [-3.569468, 5.019101, -3.008493], [-3.724023, 3.635597, -2.876530], [-2.998327, 2.943953, -1.934035], [-1.237466, 5.552547, -0.612467], [-2.565349, 6.785966, -2.288292], [-4.147726, 5.558214, -3.743530], [-4.427091, 3.112078, -3.508261], [-3.130945, 1.877442, -1.797132]],
  "atomic_forces_ev_per_a": [[1.49, -0.21, 1.19], [-0.08, 0.17, 0.00], [0.29, -0.22, 0.20], [-0.19, 0.17, -0.12], [-0.16, -0.07, -0.14], [0.22, -0.22, 0.18], [-0.98, 0.42, -0.75], [0.80, 0.20, 0.59], [0.09, 0.10, 0.26], [-0.13, 0.04, -0.01], [-0.22, 0.01, -0.29], [0.13, -0.04, 0.42], [0.00, 0.08, -0.09], [-0.43, 0.13, -0.75], [0.29, 0.10, 0.04], [-0.04, 0.08, -0.13], [-0.32, -0.03, -0.05], [0.47, 0.07, 0.02], [-0.10, 0.05, 0.12], [-1.08, 0.05, -0.24], [-0.12, -0.78, -0.25], [0.14, -0.13, 0.17], [-0.18, 0.42, -0.15], [-0.27, -1.35, -0.40], [-0.09, 0.57, 0.03], [0.00, 1.35, 0.20], [-0.05, 0.02, -0.04], [-0.04, -0.14, -0.02], [-0.01, -0.13, -0.07], [0.05, -0.11, 0.01], [0.09, 0.10, 0.08], [0.26, 0.00, -0.06], [0.00, -0.02, 0.17], [-0.07, -0.03, -0.05], [-0.11, 0.06, 0.12], [-0.05, 0.02, -0.05], [0.00, -0.03, 0.23], [0.13, -0.01, -0.07], [-0.10, -0.04, -0.07], [-0.03, -0.04, -0.01], [0.05, 0.12, -0.12], [0.01, -0.17, -0.01], [0.10, -0.11, 0.08], [0.03, 0.03, 0.02], [0.08, -0.06, 0.09], [0.12, -0.06, 0.04], [-0.30, 0.32, -0.82], [0.57, -0.82, 0.88], [-0.19, 0.68, -0.02], [0.41, 0.04, 0.33], [0.04, 0.10, 0.02], [0.04, -0.57, 0.20], [-0.45, -0.24, -0.72], [0.05, 0.07, 0.02], [0.00, -0.01, -0.04], [-0.07, 0.02, -0.07], [-0.03, -0.02, 0.00], [-0.03, 0.06, -0.07]],
  "mulliken_spin": [0.031, 0.000, 0.000, 0.000, 0.000, 0.000, 0.001, -0.002, -0.002, -0.001, -0.001, -0.009, 0.014, 0.003, 0.009, 0.002, 0.002, -0.005, -0.003, -0.003, 0.000, 0.000, 0.000, 0.000, 0.000, 0.000, 0.000, 0.000, 0.000, 0.000, 0.000, 0.000, 0.000, 0.000, -0.006, 0.000, 0.000, 0.000, 0.000, 0.002, -0.001, 0.000, 0.000, 0.000, 0.000, 0.000, 0.431, 0.156, 0.105, -0.010, 0.199, 0.006, 0.075, -0.001, 0.002, 0.003, 0.003, -0.002],
  "homo_ev": [-13.678, -13.678],
  "total_charge": 2,
  "e_tot_ha": -1904.09079,
  "multiplicity": 2
}

***

Record 2
{
  "formula": "C5H8BrN",
  "method": "ωB97M-V with the def2-TZVPD basis set",
  "elements": ["C", "C", "N", "C", "C", "C", "Br", "H", "H", "H", "H", "H", "H", "H", "H"],
  "positions_angstrom": [[-0.105702, -0.327289, 2.271517], [0.657112, -0.115141, 1.230139], [0.265980, 0.438694, 0.065366], [-1.108455, 0.710703, -0.275408], [1.135706, 1.243579, -0.734759], [2.315276, 0.856317, -1.233356], [0.661887, 3.103122, -0.956490], [0.208173, -0.801519, 3.267984], [-1.143693, 0.069349, 2.487226], [1.761876, -0.327653, 1.290953], [-1.253796, 1.008574, -1.353100], [-1.912188, -0.037709, -0.034121], [-1.331769, 1.615314, 0.407763], [3.029925, 1.591179, -1.606218], [2.690228, -0.166728, -1.332579]],
  "atomic_forces_ev_per_a": [[-2.18, -0.36, 4.10], [2.57, -0.27, 0.85], [0.08, 0.97, -4.06], [-2.05, 1.77, 1.33], [1.06, -1.35, 0.88], [0.14, 0.25, -0.21], [0.09, -0.03, 0.20], [0.28, 0.61, -2.00], [1.08, -0.54, -1.25], [-1.32, 0.05, -0.21], [0.48, -0.36, 1.26], [1.40, 0.13, -0.03], [-0.53, -1.00, -1.33], [-0.50, -0.04, -0.07], [-0.60, 0.17, 0.54]],
  "mulliken_charge": [-0.837, 0.285, 0.082, -1.215, 0.313, -0.829, -0.142, 0.213, 0.221, 0.237, 0.340, 0.291, 0.489, 0.241, 0.311],
  "homo_ev": -8.214,
  "smiles": "C=CN(C)C(=C)Br",
  "e_above_lowest_kj_mol": 132.27,
  "e_tot_ha": -2823.99904,
  "multiplicity": 1
}

***

Record 3
{
  "formula": "C6H6O",
  "method": "ωB97M-V with the def2-TZVPD basis set",
  "elements": ["C", "C", "C", "C", "C", "O", "C", "H", "H", "H", "H", "H", "H"],
  "positions_angstrom": [[2.721616, -0.759436, 0.645920], [1.468836, -0.686429, 0.590319], [0.353744, -0.166966, -0.205567], [-0.042060, 1.021630, -0.698037], [-1.545822, 1.035444, -0.678260], [-1.921231, -0.256395, -0.130798], [-0.806035, -0.915127, 0.162417], [3.570232, -1.060792, 1.235930], [0.567776, 1.885199, -0.930090], [-1.983219, 1.818779, -0.045566], [-2.014024, 1.091348, -1.667862], [-0.903917, -1.987942, 0.284090], [0.534101, -1.019309, 1.437500]],
  "atomic_forces_ev_per_a": [[1.20, -0.07, 0.08], [-2.22, -0.16, 1.02], [-0.37, -0.18, 0.28], [0.04, 0.22, -0.09], [-0.14, -0.08, -0.19], [-0.64, 0.45, -0.34], [-0.18, -0.20, -0.60], [-0.18, 0.01, -0.09], [-0.09, -0.14, 0.06], [0.12, -0.08, -0.06], [0.07, 0.09, 0.06], [0.09, 0.15, 0.12], [2.30, -0.02, -0.25]],
  "mulliken_charge": [-0.362, -0.200, 0.530, -0.448, -0.329, -0.358, -0.642, 0.307, 0.408, 0.257, 0.245, 0.452, 0.141],
  "homo_ev": [-6.866, -8.014],
  "e_above_lowest_kj_mol": 614.47,
  "e_tot_ha": -307.22939,
  "multiplicity": 1
}

***

Record 4
{
  "formula": "C4H4CuLiO",
  "method": "ωB97M-V with the def2-TZVPD basis set",
  "elements": ["C", "C", "O", "C", "C", "H", "H", "H", "H", "Li", "Cu"],
  "positions_angstrom": [[1.524077, -1.758559, 0.554295], [2.342550, -2.736273, 0.596380], [-0.925803, 1.094149, -0.090069], [0.265615, -0.208635, 0.538472], [-0.291745, 0.042804, -0.823671], [-0.380694, -0.619953, 1.326000], [1.028525, 0.480425, 0.931805], [-0.960941, -0.754633, -1.172258], [0.463437, 0.359705, -1.555678], [-2.774202, 0.911923, 0.129568], [-0.290816, 3.189051, -0.434841]],
  "atomic_forces_ev_per_a": [[-2.48, 2.96, -0.17], [0.50, -0.62, 0.01], [-2.98, 4.28, -1.91], [4.57, -5.17, 0.88], [1.08, -0.17, 2.18], [0.12, 0.35, -0.65], [-0.65, -0.19, -0.45], [0.15, 0.38, -0.18], [-0.50, -0.18, 0.10], [0.53, -0.04, -0.01], [-0.33, -1.60, 0.19]],
  "mulliken_spin": [0.624, 0.360, -0.001, 0.016, 0.004, 0.001, 0.000, 0.000, 0.000, -0.001, -0.004],
  "homo_ev": [-11.922, -11.624],
  "total_charge": 1,
  "e_above_lowest_kj_mol": 83.95,
  "e_tot_ha": -1877.49669,
  "multiplicity": 2
}

***

Record 5
{
  "formula": "C2H6N2OS",
  "method": "ωB97M-V with the def2-TZVPD basis set",
  "elements": ["H", "N", "C", "N", "S", "O", "C", "H", "H", "H", "H", "H"],
  "positions_angstrom": [[0.195823, -1.269753, -2.350334], [0.352660, -1.515556, -1.315988], [0.107041, -0.555326, -0.525335], [-0.138252, 0.733199, -0.924880], [-0.336154, 1.903516, 0.183530], [0.098930, -0.643848, 0.771052], [0.446839, -1.865752, 1.407038], [-0.258482, 0.968660, -1.940448], [-1.551331, 1.437882, 0.615344], [1.445918, -2.210595, 1.227997], [0.307951, -1.570071, 2.493456], [-0.376994, -2.658627, 1.244940]],
  "atomic_forces_ev_per_a": [[0.52, -0.25, 2.21], [-0.54, -0.53, -1.76], [0.56, -0.41, -2.50], [0.09, 0.09, -2.45], [-1.27, 1.52, 1.23], [0.35, -0.35, 1.20], [-2.76, -0.44, 2.05], [0.18, -0.73, 1.73], [0.39, 0.71, 0.12], [0.34, -0.12, -0.45], [0.56, -0.55, -1.13], [1.59, 1.06, -0.24]],
  "mulliken_charge": [0.197, -0.723, 0.806, -0.264, -0.162, -0.339, -0.653, 0.211, 0.121, 0.301, 0.229, 0.274],
  "homo_ev": -8.814,
  "smiles": "[H]/N=C(\\NS)OC",
  "e_above_lowest_kj_mol": 181.53,
  "e_tot_ha": -662.69773,
  "multiplicity": 1
}